[1]
The molecule C5H9NO in a non-equilibrium geometry, computed with wB97M-V/def2-TZVPD.

```
16
C5H9NO wB97M-V/def2-TZVPD
C 0.400 -2.230 -1.388
C -0.022 -1.223 -0.586
C 0.232 -1.399 0.883
C -0.610 0.028 -1.215
O -1.011 -0.089 -2.358
N -0.793 1.314 -0.641
C -0.322 2.308 0.393
H 0.259 -2.321 -2.478
H 0.733 -3.203 -0.984
H 0.762 -2.255 0.971
H -0.791 -1.315 1.436
H 0.856 -0.720 1.368
H -1.175 1.829 -1.426
H 0.746 2.029 0.773
H -1.056 2.092 1.188
H -0.298 3.314 -0.036
```

Output
Total charge   0
E   -325.846243 a.u.
HOMO-LUMO gap   0.373 Eh
LUMO energy   0.84 eV
Molecular weight   99.13 g/mol
SMILES   C=C(C)C(=O)NC

And the Löwdin charges, in e, turn out to be:
1. C 0.0746
2. C -0.2486
3. C -0.0673
4. C -0.4280
5. O 0.0331
6. N 0.0002
7. C -0.0707
8. H 0.0779
9. H 0.0746
10. H 0.0255
11. H 0.1280
12. H 0.0464
13. H 0.1084
14. H 0.1003
15. H 0.0723
16. H 0.0734


[2]
A structure of composition ClTiY in a non-equilibrium geometry, computed with wB97M-V/def2-TZVPD.

```
3
ClTiY wB97M-V/def2-TZVPD
Y -1.397 -0.632 -1.491
Ti 1.172 0.544 1.767
Cl 0.226 0.088 -0.275
```

Output
Total charge   +3
E   -1346.598976 a.u.
HOMO-LUMO gap (alpha / beta)   0.155 / 0.449 Eh
LUMO energy (alpha / beta)   -15.33 / -15.34 eV
Molecular weight   172.23 g/mol
Multiplicity   4

And the Löwdin charges, in e, turn out to be:
1. Y 1.6866
2. Ti 1.0417
3. Cl 0.2717


[3]
A structure of composition C49H39BrIN4O5PSW in a non-equilibrium geometry, computed with wB97M-V/def2-TZVPD.

```
102
C49H39BrIN4O5PSW wB97M-V/def2-TZVPD
W 0.373 0.318 -0.208
O -1.467 1.177 -0.286
P -1.815 2.698 -0.425
C -3.487 2.918 0.132
C -4.250 3.968 -0.378
C -5.524 4.190 0.120
C -6.033 3.364 1.112
C -5.275 2.315 1.616
C -3.998 2.092 1.134
C -0.667 3.498 0.700
C -0.007 2.628 1.574
C 0.888 3.100 2.524
C 1.112 4.467 2.610
C 0.430 5.341 1.773
C -0.466 4.867 0.823
C -1.718 3.235 -2.114
C -1.115 4.421 -2.517
C -1.183 4.801 -3.850
C -1.835 3.997 -4.772
C -2.431 2.806 -4.370
C -2.385 2.428 -3.041
H -3.863 4.598 -1.168
H -6.122 4.999 -0.273
H -7.030 3.537 1.494
H -5.681 1.674 2.386
H -3.402 1.279 1.530
H -0.342 1.583 1.624
H 1.397 2.412 3.182
H 1.804 4.856 3.344
H 0.592 6.405 1.864
H -1.007 5.571 0.207
H -0.573 5.038 -1.816
H -0.723 5.726 -4.167
H -1.884 4.298 -5.809
H -2.941 2.184 -5.091
H -2.865 1.509 -2.723
O 4.758 7.476 -1.524
C 4.767 6.385 -0.737
O 5.544 6.294 0.169
C 3.777 5.296 -1.040
C 3.538 4.370 -0.030
C 2.702 3.293 -0.246
C 2.096 3.118 -1.485
S 1.210 1.647 -1.943
C 2.334 4.036 -2.504
C 3.166 5.122 -2.278
H 4.024 7.462 -2.150
H 4.046 4.492 0.917
H 2.547 2.577 0.562
H 1.898 3.881 -3.481
H 3.365 5.795 -3.104
Br -0.666 -4.251 -0.274
C 0.993 -4.035 0.588
C 2.005 -4.944 0.312
C 3.241 -4.823 0.930
C 3.478 -3.797 1.832
C 2.473 -2.883 2.114
C 1.242 -3.007 1.485
I -0.213 -1.575 1.974
H 1.814 -5.749 -0.383
H 4.016 -5.543 0.710
H 4.436 -3.704 2.325
H 2.644 -2.091 2.831
O 1.761 -1.099 -1.204
C 2.710 -0.707 -0.468
N 4.008 -0.888 -0.494
C 4.650 -0.098 0.582
C 3.398 0.450 1.322
O 3.372 1.114 2.318
N 2.300 0.095 0.553
C 5.369 1.130 0.021
C 6.104 1.918 0.903
C 6.704 3.083 0.458
C 6.591 3.463 -0.874
C 5.867 2.677 -1.754
C 5.245 1.517 -1.307
C 5.547 -0.981 1.431
C 6.530 -1.720 0.776
C 7.366 -2.561 1.488
C 7.241 -2.657 2.869
C 6.285 -1.901 3.526
C 5.435 -1.063 2.812
H 4.501 -1.457 -1.163
H 6.202 1.621 1.940
H 7.264 3.697 1.149
H 7.068 4.371 -1.217
H 5.780 2.963 -2.793
H 4.664 0.932 -2.006
H 6.668 -1.619 -0.294
H 8.126 -3.127 0.971
H 7.899 -3.306 3.428
H 6.199 -1.953 4.602
H 4.708 -0.466 3.342
N -0.412 -1.531 -2.586
C -1.407 -2.160 -3.217
C -2.537 -2.043 -2.431
C -2.124 -1.326 -1.314
N -0.825 -1.023 -1.408
H 0.573 -1.485 -2.822
H -1.242 -2.651 -4.159
H -3.514 -2.437 -2.632
H -2.697 -1.009 -0.459
```

Output
Total charge   +2
E   -6163.862278 a.u.
HOMO-LUMO gap (alpha / beta)   0.239 / 0.243 Eh
LUMO energy (alpha / beta)   -6.45 / -6.49 eV
Molecular weight   1217.56 g/mol

Atom charges from the Löwdin analysis, given in e for atoms 1 to 99:
1. W 1.2259
2. O -0.5533
3. P 0.9044
4. C -0.2773
5. C -0.0558
6. C -0.0455
7. C -0.0400
8. C -0.0506
9. C -0.0642
10. C -0.2609
11. C -0.1444
12. C -0.0498
13. C -0.0297
14. C -0.0249
15. C -0.0464
16. C -0.3318
17. C -0.0805
18. C -0.0514
19. C -0.0381
20. C -0.0440
21. C -0.0684
22. H 0.1121
23. H 0.1186
24. H 0.1197
25. H 0.1170
26. H 0.1054
27. H 0.0430
28. H 0.1131
29. H 0.1267
30. H 0.1241
31. H 0.1134
32. H 0.0950
33. H 0.1185
34. H 0.1193
35. H 0.1174
36. H 0.1147
37. O 0.1413
38. C -0.4784
39. O 0.1328
40. C -0.1260
41. C -0.0014
42. C -0.1023
43. C -0.5700
44. S 0.7448
45. C -0.1081
46. C -0.0079
47. H 0.1019
48. H 0.1340
49. H 0.0700
50. H 0.1055
51. H 0.1223
52. Br 0.8349
53. C -0.7209
54. C -0.1049
55. C -0.0382
56. C -0.0494
57. C -0.1476
58. C -0.6742
59. I 1.1577
60. H 0.1108
61. H 0.1214
62. H 0.1041
63. H 0.0979
64. O -0.1461
65. C -0.5968
66. N 0.2350
67. C -0.2186
68. C -0.3992
69. O 0.1220
70. N -0.0404
71. C -0.1502
72. C -0.0057
73. C -0.0416
74. C -0.0684
75. C -0.0613
76. C -0.0302
77. C -0.1683
78. C -0.0246
79. C -0.0531
80. C -0.0634
81. C -0.0592
82. C -0.0404
83. H 0.1790
84. H 0.1269
85. H 0.1217
86. H 0.1177
87. H 0.1152
88. H 0.1103
89. H 0.1212
90. H 0.1141
91. H 0.1141
92. H 0.1154
93. H 0.1091
94. N 0.0292
95. C -0.0543
96. C -0.0396
97. C -0.1819
98. N -0.1843
99. H 0.1487


[4]
A cluster of 8 separate species, C6H26NO8 in total in a non-equilibrium geometry, computed with wB97M-V/def2-TZVPD.

```
41
C6H26NO8 wB97M-V/def2-TZVPD
O 2.068 -2.074 2.512
C 2.070 -1.061 1.874
C 0.734 -0.252 1.555
C 1.161 1.175 1.638
C -0.054 2.082 1.903
C -0.808 2.142 3.037
C -0.274 3.184 0.903
N 0.137 -0.721 0.271
H 3.010 -0.456 1.709
H -0.017 -0.697 2.295
H 1.738 1.657 0.779
H 1.822 1.070 2.526
H -1.534 2.752 3.420
H -0.658 1.364 3.820
H 0.333 3.199 0.029
H -0.161 4.191 1.473
H -1.340 3.159 0.536
H -0.822 -0.338 0.016
H 0.063 -1.726 0.190
H 0.727 -0.288 -0.552
H -2.517 -0.534 -2.180
H -2.146 -2.010 -2.575
O -2.104 -1.278 -1.907
H 2.761 -0.552 -0.754
H 2.911 0.190 -1.957
O 2.337 -0.075 -1.383
H 0.442 1.120 -4.946
H 0.862 -0.117 -4.451
O 0.690 0.646 -4.073
H -0.117 0.678 -2.523
H -1.098 1.663 -1.938
O -0.330 1.097 -1.716
H 0.634 -2.259 -1.875
H 0.762 -3.872 -1.866
O 0.898 -2.934 -1.422
H -3.551 -0.294 0.510
H -2.861 0.610 1.681
O -2.687 0.442 0.718
H -0.852 -3.548 0.128
H -1.180 -3.997 1.606
O -1.046 -3.338 0.988
```

Output
Total charge   +2
E   -900.076376 a.u.
HOMO-LUMO gap (alpha / beta)   0.340 / 0.198 Eh
LUMO energy (alpha / beta)   -7.50 / -11.29 eV
Molecular weight   240.27 g/mol
Multiplicity   2

And the Löwdin charges, in e, turn out to be:
1. O 0.1544
2. C -0.1832
3. C -0.2420
4. C -0.0759
5. C -0.1607
6. C 0.2576
7. C 0.0105
8. N 0.1755
9. H 0.1549
10. H 0.1906
11. H 0.1675
12. H 0.1564
13. H 0.0936
14. H 0.1364
15. H 0.0738
16. H 0.1724
17. H 0.1350
18. H 0.1136
19. H 0.0816
20. H 0.1231
21. H -0.0230
22. H 0.0972
23. O -0.0159
24. H 0.0103
25. H -0.0074
26. O 0.0938
27. H 0.1481
28. H -0.0320
29. O 0.0050
30. H -0.0390
31. H 0.0867
32. O -0.0636
33. H -0.0924
34. H 0.1650
35. O -0.0043
36. H 0.2154
37. H 0.0422
38. O -0.1596
39. H -0.0226
40. H 0.0307
41. O 0.0303


[5]
A structure of composition C16H32InO3, computed with wB97M-V/def2-TZVPD.

```
52
C16H32InO3 wB97M-V/def2-TZVPD
C -2.031 2.526 1.858
C -2.142 1.931 0.686
C -3.379 1.921 -0.160
O -4.353 1.321 0.194
O -3.324 2.486 -1.389
C -2.750 3.801 -1.514
C -1.456 3.783 -2.330
C -0.214 4.172 -1.518
C 1.079 3.575 -2.082
C 1.295 2.149 -1.562
C 2.593 1.477 -2.025
In 2.509 -0.704 -1.700
O 2.782 -1.085 0.358
C 2.988 -2.413 0.685
C 1.869 -3.015 1.561
C 1.944 -4.548 1.466
C 0.499 -2.505 1.131
C -0.675 -3.110 1.933
C -1.455 -4.201 1.164
C -1.625 -2.018 2.428
H -2.661 3.356 2.154
H -1.288 2.182 2.564
H -1.307 1.359 0.289
H -2.573 4.242 -0.530
H -3.519 4.401 -2.001
H -1.552 4.442 -3.195
H -1.339 2.768 -2.716
H -0.336 3.775 -0.506
H -0.161 5.262 -1.439
H 1.926 4.174 -1.731
H 1.079 3.592 -3.176
H 1.306 2.212 -0.468
H 0.448 1.523 -1.870
H 2.692 1.626 -3.108
H 3.455 1.955 -1.551
H 3.838 -1.554 -2.523
H 0.911 -1.355 -2.119
H 3.075 -3.065 -0.207
H 3.939 -2.546 1.237
H 2.023 -2.744 2.614
H 1.371 -4.914 0.612
H 2.986 -4.864 1.366
H 1.548 -5.032 2.363
H 0.473 -1.420 1.250
H 0.372 -2.684 0.059
H -0.253 -3.576 2.830
H -2.517 -3.946 1.116
H -1.388 -5.169 1.665
H -1.107 -4.307 0.137
H -2.435 -2.456 3.019
H -1.093 -1.322 3.081
H -2.067 -1.461 1.598
```

Output
Total charge   -1
E   -1044.639338 a.u.
HOMO-LUMO gap   0.277 Eh
LUMO energy   2.79 eV
Molecular weight   387.25 g/mol

And the Löwdin charges, in e, turn out to be:
1. C 0.0331
2. C -0.0862
3. C -0.4945
4. O 0.1351
5. O -0.0064
6. C -0.1689
7. C -0.1680
8. C -0.2201
9. C -0.2307
10. C -0.3531
11. C -0.3333
12. In 0.5154
13. O -0.4062
14. C -0.4086
15. C -0.3629
16. C -0.0823
17. C -0.1732
18. C -0.4147
19. C -0.0765
20. C -0.0954
21. H 0.0678
22. H 0.0640
23. H 0.1199
24. H 0.1166
25. H 0.1189
26. H 0.1090
27. H 0.1169
28. H 0.0891
29. H 0.1059
30. H 0.1063
31. H 0.1099
32. H 0.1034
33. H 0.0758
34. H 0.0209
35. H 0.0260
36. H -0.1149
37. H -0.0980
38. H 0.0822
39. H 0.1069
40. H 0.1335
41. H 0.0766
42. H 0.0703
43. H 0.0653
44. H 0.1031
45. H 0.0922
46. H 0.1149
47. H 0.0635
48. H 0.0654
49. H 0.0678
50. H 0.0691
51. H 0.0723
52. H 0.0762


[6]
A cluster of 2 separate species, C2H4N4 in total in a non-equilibrium geometry, computed with wB97M-V/def2-TZVPD.

```
10
C2H4N4 wB97M-V/def2-TZVPD
N -0.754 1.242 -1.473
C -0.203 0.995 -0.283
N 0.886 0.637 0.135
N 1.572 -0.211 0.773
C -0.568 -1.724 1.194
N -1.431 -1.312 0.545
H -1.733 1.488 -1.480
H -0.438 0.727 -2.286
H 2.429 0.255 1.086
H 0.240 -2.097 1.790
```

Output
Total charge   0
E   -297.508779 a.u.
HOMO-LUMO gap   0.342 Eh
LUMO energy   0.71 eV
Molecular weight   84.08 g/mol

And the Löwdin charges, in e, turn out to be:
1. N 0.0822
2. C -0.2090
3. N -0.1089
4. N 0.0073
5. C -0.1122
6. N 0.0567
7. H 0.0905
8. H 0.1014
9. H 0.0466
10. H 0.0455


Which of these has the lowest total charge?
C16H32InO3


total charge of number 2 (ClTiY)?
+3


Among the records above, which one has the lowest total charge?
C16H32InO3


Which of these has the lowest total charge?
C16H32InO3